(1)
Entry from the Open Molecules 2025 dataset: a molecular structure, C39H38HfN2O2P2S5Sb (ωB97M-V with the def2-TZVPD basis set).

Computed properties:
Kohn-Sham gap: 5.335 eV
net charge: -1
relative energy (zero: lowest compared OMol25 entry of this formula, charge and spin): 0.816 eV
HOMO: -0.118 hartree
E: -128739.0497 eV
LUMO: 2.130 eV

Last column: Mulliken charge in e.
Cartesian coordinates (Å):
C  -1.955  4.162  0.304  -0.21
H  -2.073  3.608  -0.616  0.15
H  -3.914  -2.830  -2.048  0.45
C  0.631  -4.724  -0.735  -0.64
C  -0.705  3.202  -3.382  -0.48
Hf  0.151  -0.602  -0.225  -0.25
C  0.824  -1.628  -2.647  0.34
H  1.951  1.457  -4.535  0.38
C  -2.744  5.286  0.520  -1.14
H  -2.710  -4.239  -1.183  0.14
H  1.232  2.510  -6.646  0.43
C  -1.858  1.349  4.027  -0.41
C  -3.475  -0.622  3.121  -1.02
H  -1.403  2.327  3.876  0.02
C  1.090  2.113  -4.546  -0.53
O  2.084  -2.001  -3.025  -0.34
C  -3.974  0.513  -1.418  -1.04
H  -2.269  1.628  -0.859  0.61
H  4.201  4.872  1.853  0.42
C  5.489  2.328  -1.937  -0.63
C  -1.004  3.757  1.244  0.63
C  1.532  2.779  1.881  0.58
C  -0.797  -4.995  -0.843  -0.66
H  -2.713  -1.277  3.544  0.23
H  1.092  1.375  3.463  -0.22
H  -1.255  3.396  -2.471  0.58
C  0.686  2.707  -5.731  -0.72
H  -4.226  -0.370  3.872  0.38
H  -1.092  0.613  4.277  -0.19
C  1.133  -3.557  -1.122  -0.66
S  -2.696  0.877  2.499  0.27
C  2.744  1.798  -1.928  0.89
H  -1.179  -5.967  -0.554  0.38
C  0.400  2.362  -3.357  0.17
C  -2.662  0.667  -1.158  -0.40
H  1.287  -5.469  -0.305  0.42
H  0.661  3.696  -0.881  0.69
O  0.322  -0.614  -3.151  -0.64
H  6.553  2.533  -1.931  0.39
C  -4.435  -0.808  -1.744  -0.59
C  -1.676  5.619  2.640  -0.76
S  2.356  -3.956  2.454  -0.62
S  -0.879  -1.991  1.520  -0.48
C  3.219  3.104  -2.077  -0.76
C  1.754  2.161  3.106  0.28
N  -1.742  -0.346  -1.206  1.16
C  3.661  0.764  -1.796  -0.43
H  -1.562  6.181  3.560  0.42
C  5.030  1.027  -1.805  -1.21
H  -3.207  6.907  1.853  0.37
H  -4.651  1.355  -1.353  0.49
C  0.261  -2.477  -1.647  1.15
C  -2.601  6.023  1.689  -0.55
H  -3.470  5.582  -0.228  0.44
C  -1.230  -2.680  -1.520  0.58
H  3.322  -0.257  -1.679  0.77
C  -2.157  -1.646  -1.534  1.88
C  2.411  3.763  1.440  -0.22
C  3.512  4.114  2.211  -0.71
H  -1.960  4.475  -4.572  0.43
H  -3.949  -1.125  2.278  0.32
P  0.916  1.518  -1.822  0.45
H  4.928  4.394  -2.169  0.43
C  3.735  3.486  3.433  -0.62
P  0.065  2.277  0.913  1.15
C  4.577  3.372  -2.074  -0.80
H  -2.588  1.422  4.837  0.49
H  -0.147  4.215  3.162  0.38
H  2.517  3.923  -2.203  0.36
S  1.081  -1.008  4.605  -0.63
C  -1.106  3.808  -4.570  -0.64
H  2.255  4.262  0.490  0.21
S  2.295  -0.405  0.934  -0.31
C  -3.568  -1.839  -1.792  -1.48
C  2.566  -1.469  -4.258  -0.71
H  3.008  -2.298  -4.806  0.31
C  -1.648  -4.033  -1.217  -1.39
C  -0.415  3.559  -5.745  -0.60
C  2.851  2.514  3.882  -0.63
H  -5.486  -0.977  -1.945  0.41
H  -0.733  4.022  -6.671  0.36
N  0.446  2.723  -0.701  -0.43
H  4.602  3.751  4.029  0.36
H  3.331  -0.714  -4.075  0.15
H  3.012  2.008  4.828  0.46
C  -0.885  4.497  2.420  -0.76
H  5.730  0.208  -1.689  0.47
Sb  1.296  -1.969  2.556  0.90
H  1.760  -1.026  -4.836  0.35
H  2.194  -3.376  -1.067  0.41

---

(2)
Entry from the Open Molecules 2025 dataset: a molecular structure, C4H7MgO3 (ωB97M-V with the def2-TZVPD basis set).

Computed properties:
Kohn-Sham gap (alpha / beta): 6.842 / 5.621 eV
multiplicity: 2
relative energy (zero: lowest compared OMol25 entry of this formula, charge and spin): 3.194 eV
HOMO (alpha / beta): -0.247 / -0.247 hartree
E: -15845.1938 eV
LUMO (alpha / beta): 0.131 / -1.110 eV

Last column: Löwdin spin population.
Cartesian coordinates (Å):
H  -3.128  0.146  0.607  0.00
H  -2.647  1.137  -0.790  0.00
C  -2.340  0.799  0.208  0.00
H  -0.712  -0.292  1.136  0.00
H  2.340  -2.100  -0.749  0.01
Mg  3.727  0.631  0.294  0.71
C  1.231  0.625  -0.328  0.02
O  -0.039  0.862  -0.449  0.01
H  -2.241  1.670  0.869  0.00
C  1.410  -1.578  -0.459  0.02
O  1.862  -0.425  0.427  0.12
H  -1.156  -0.883  -0.483  0.00
H  0.706  -2.121  0.199  0.00
O  2.044  1.518  -0.621  0.11
C  -1.057  0.011  0.140  0.00